DFT (ωB97M-V/def2-TZVPD) results for C37H47As3Br3CoN3O3 as an isolated structure.

Relative energy (zero: lowest compared OMol25 entry of this formula, charge and spin): 0.0 kcal per mole
2S+1: 2
Orbital gap (alpha / beta): 0.28188 / 0.28071 Ha
HOMO level (alpha / beta): -7.3 / -7.3 eV

Atoms and positions in Å:
Co: 0.131 0.983 0.081
O: 0.928 3.646 -2.394
C: 0.853 4.826 -1.736
C: 1.493 5.915 -2.320
C: 1.451 7.158 -1.713
C: 0.772 7.332 -0.514
C: 0.134 6.242 0.058
C: 0.157 4.986 -0.533
C: -0.512 3.809 0.151
O: 0.378 2.820 0.480
N: -1.585 3.338 -0.735
N: -2.067 2.101 -0.576
C: -2.820 1.638 -1.495
C: -3.426 0.314 -1.446
Br: -3.596 -0.458 0.282
C: -3.827 -0.314 -2.551
C: -4.445 -1.640 -2.711
C: -5.536 -2.055 -1.949
C: -6.095 -3.308 -2.149
C: -5.573 -4.161 -3.111
C: -4.494 -3.752 -3.882
C: -3.939 -2.497 -3.690
H: 0.543 2.918 -1.876
H: 2.021 5.759 -3.252
H: 1.957 7.995 -2.178
H: 0.740 8.301 -0.034
H: -0.400 6.358 0.995
H: -0.990 4.212 1.063
H: -1.691 3.776 -1.642
H: -3.016 2.206 -2.406
H: -3.606 0.219 -3.472
H: -5.952 -1.388 -1.207
H: -6.946 -3.617 -1.556
H: -6.012 -5.138 -3.266
H: -4.086 -4.410 -4.639
H: -3.096 -2.176 -4.291
C: 0.669 1.497 3.799
As: -0.470 0.802 2.382
C: -2.008 1.929 2.734
C: -1.097 -0.890 3.142
C: -0.324 -2.171 2.788
C: -0.882 -3.267 3.703
C: -0.596 -2.581 1.334
As: 0.036 -1.408 -0.109
C: -0.920 -2.180 -1.604
C: 1.777 -2.204 -0.476
C: 1.172 -1.928 3.044
As: 2.618 -3.296 3.109
C: 1.993 -4.882 2.131
C: 2.300 -4.007 4.912
H: 0.079 1.586 4.711
H: 1.016 2.480 3.486
H: 1.527 0.856 3.987
H: -2.441 1.683 3.704
H: -2.740 1.804 1.942
H: -1.659 2.960 2.740
H: -2.139 -0.994 2.828
H: -1.105 -0.759 4.229
H: -1.966 -3.336 3.587
H: -0.669 -3.042 4.751
H: -0.461 -4.244 3.473
H: -1.674 -2.677 1.181
H: -0.160 -3.563 1.137
H: -0.638 -3.228 -1.709
H: -0.651 -1.625 -2.501
H: -1.992 -2.106 -1.449
H: 1.660 -3.284 -0.564
H: 2.502 -1.968 0.303
H: 2.144 -1.815 -1.424
H: 1.283 -1.461 4.030
H: 1.537 -1.182 2.330
H: 2.016 -4.708 1.058
H: 1.006 -5.229 2.428
H: 2.717 -5.666 2.357
H: 2.362 -3.193 5.634
H: 3.091 -4.721 5.137
H: 1.335 -4.501 5.008
C: 3.299 1.342 1.664
C: 3.437 1.054 0.204
C: 4.717 0.966 -0.391
C: 4.835 0.684 -1.718
C: 3.671 0.532 -2.502
C: 3.650 0.237 -3.889
Br: 5.272 -0.016 -4.836
C: 2.466 0.133 -4.559
C: 1.251 0.341 -3.889
Br: -0.364 0.262 -4.875
C: 1.189 0.656 -2.542
O: 0.095 0.933 -1.912
C: 2.440 0.693 -1.840
N: 2.340 0.895 -0.499
H: 4.187 1.042 2.220
H: 2.432 0.820 2.054
H: 3.126 2.410 1.812
H: 5.594 1.104 0.227
H: 5.807 0.585 -2.182
H: 2.454 -0.092 -5.616

Löwdin atomic charge list, values in e, 5 entries: 0.149, 0.066, -0.265, -0.014, -0.093


DFT (ωB97M-V/def2-TZVPD) results for C37H47F4N4Ti as an isolated structure at a distorted geometry.

Relative energy (zero: lowest compared OMol25 entry of this formula, charge and spin): 0.0 kcal per mole
2S+1: 2
Orbital gap (alpha / beta): 0.28680 / 0.29863 Ha
HOMO level (alpha / beta): -7.5 / -7.8 eV

Atoms and positions in Å:
Ti: -0.108 0.058 -1.197
C: 0.981 0.121 -4.185
N: 1.560 0.432 -2.863
C: 2.845 -0.271 -2.727
C: 1.763 1.880 -2.737
C: 0.477 2.668 -2.672
N: -0.571 1.875 -2.110
C: -1.885 2.320 -2.264
C: -2.867 1.393 -2.645
F: -2.385 0.126 -2.879
C: -4.155 1.729 -2.983
F: -5.017 0.782 -3.445
C: -4.516 3.085 -2.921
C: -3.605 4.023 -2.460
F: -3.959 5.349 -2.401
C: -2.313 3.664 -2.133
F: -1.440 4.633 -1.700
H: 1.603 0.518 -5.001
H: -0.003 0.567 -4.264
H: 0.867 -0.976 -4.308
H: 3.657 0.213 -3.289
H: 2.790 -1.309 -3.063
H: 3.220 -0.214 -1.687
H: 2.399 2.304 -3.539
H: 2.362 2.036 -1.826
H: 0.226 3.071 -3.695
H: 0.667 3.607 -2.113
H: -5.502 3.396 -3.296
C: -4.974 0.545 0.200
C: -3.801 0.038 0.944
C: -3.921 -0.886 1.975
C: -2.798 -1.494 2.579
C: -3.014 -2.541 3.632
C: -1.498 -1.197 2.112
C: -1.342 -0.166 1.159
C: -2.514 0.483 0.653
N: -0.077 0.250 0.686
C: 0.876 1.015 1.548
C: 0.830 0.500 3.006
C: 1.864 1.218 3.869
C: 1.450 2.712 3.934
C: 1.532 3.289 2.486
C: 2.960 3.121 1.899
C: 3.316 1.614 1.866
C: 3.278 1.067 3.291
C: 2.278 0.852 1.005
C: 0.504 2.528 1.591
H: -5.904 0.397 0.788
H: -5.087 0.041 -0.772
H: -4.875 1.632 0.027
H: -4.902 -1.196 2.340
H: -4.109 -2.679 3.741
H: -2.633 -2.277 4.625
H: -2.547 -3.489 3.303
H: -0.623 -1.676 2.514
H: -2.433 1.359 0.010
H: 1.050 -0.599 3.020
H: -0.205 0.640 3.402
H: 1.797 0.755 4.867
H: 2.147 3.299 4.602
H: 0.407 2.860 4.274
H: 1.243 4.347 2.502
H: 3.701 3.645 2.539
H: 3.006 3.540 0.881
H: 4.308 1.449 1.430
H: 4.001 1.601 3.935
H: 3.556 -0.010 3.256
H: 2.596 -0.233 1.021
H: 2.326 1.260 -0.033
H: 0.491 2.995 0.572
H: -0.516 2.606 2.028
C: 1.726 -3.859 1.438
N: 2.378 -3.861 0.135
C: 3.796 -4.081 0.113
C: 1.912 -2.808 -0.733
C: 0.514 -3.031 -1.216
C: 0.160 -4.391 -1.378
C: -1.107 -4.793 -1.793
C: -2.037 -3.770 -2.089
C: -1.698 -2.428 -1.916
C: -0.398 -2.022 -1.503
H: 1.874 -4.866 1.918
H: 0.660 -3.716 1.322
H: 2.124 -3.073 2.125
H: 4.018 -4.985 0.703
H: 4.383 -3.221 0.496
H: 4.100 -4.181 -0.944
H: 2.557 -2.774 -1.647
H: 2.057 -1.793 -0.233
H: 0.985 -5.103 -1.205
H: -1.350 -5.842 -1.877
H: -3.033 -4.014 -2.498
H: -2.457 -1.678 -2.128

Löwdin atomic charge list, values in e, 5 entries: 1.066, -0.063, -0.311, -0.085, -0.212


DFT (ωB97M-V/def2-TZVPD) results for C37H47MgN3O10Se as an isolated structure at a distorted geometry.

Total charge: -2
Orbital gap: 0.19841 Ha
HOMO level: -2.2 eV

Atoms and positions in Å:
Mg: -2.283 -0.740 -1.576
C: 4.547 3.270 -2.669
C: 3.670 3.783 -1.516
C: 3.663 5.312 -1.576
C: 4.296 3.368 -0.175
C: 2.271 3.187 -1.641
C: 2.098 1.803 -1.592
C: 0.847 1.249 -1.718
Se: 0.581 -0.643 -1.611
C: 0.406 -0.719 0.315
C: 1.590 -0.768 1.033
C: 1.588 -0.776 2.420
C: 0.338 -0.771 3.036
C: -0.875 -0.744 2.364
C: -0.876 -0.682 0.930
O: -1.957 -0.557 0.235
C: -2.142 -0.770 3.246
C: -2.109 -2.034 4.122
C: -2.155 0.477 4.147
C: -3.474 -0.795 2.485
C: 2.859 -0.776 3.265
C: 2.899 -2.020 4.165
C: 4.124 -0.771 2.404
C: 2.882 0.480 4.151
C: -0.357 1.992 -1.941
O: -1.469 1.372 -2.112
C: -0.171 3.416 -1.957
C: 1.116 3.937 -1.814
C: -1.292 4.464 -2.102
C: -2.695 3.860 -2.198
C: -1.063 5.307 -3.368
C: -1.289 5.391 -0.873
H: 5.566 3.666 -2.591
H: 4.600 2.181 -2.665
H: 4.123 3.584 -3.625
H: 4.686 5.690 -1.493
H: 3.247 5.664 -2.522
H: 3.077 5.732 -0.755
H: 5.302 3.788 -0.071
H: 3.681 3.727 0.653
H: 4.370 2.283 -0.093
H: 2.941 1.136 -1.447
H: 2.513 -0.775 0.468
H: 0.310 -0.785 4.121
H: -1.231 -2.059 4.770
H: -3.000 -2.083 4.756
H: -2.088 -2.921 3.486
H: -1.281 0.516 4.800
H: -2.157 1.380 3.533
H: -3.050 0.483 4.777
H: -3.514 -1.625 1.784
H: -4.294 -0.900 3.205
H: -3.619 0.122 1.918
H: 2.853 -2.928 3.562
H: 3.822 -2.038 4.754
H: 2.053 -2.031 4.855
H: 4.173 -1.660 1.773
H: 4.160 0.114 1.766
H: 5.008 -0.761 3.048
H: 2.033 0.487 4.837
H: 3.803 0.520 4.744
H: 2.824 1.378 3.533
H: 1.215 5.016 -1.850
H: -2.771 3.199 -3.058
H: -2.914 3.281 -1.305
H: -3.434 4.664 -2.296
H: -1.061 4.661 -4.248
H: -1.863 6.046 -3.479
H: -0.109 5.836 -3.332
H: -1.416 4.802 0.036
H: -0.355 5.948 -0.786
H: -2.111 6.113 -0.940
N: -3.949 0.724 -1.426
C: -5.259 0.090 -1.417
C: -5.110 -1.382 -1.893
O: -6.145 -2.041 -2.035
O: -3.912 -1.749 -2.087
H: -3.796 1.378 -0.672
H: -3.761 1.211 -2.294
H: -5.991 0.584 -2.062
H: -5.669 0.063 -0.407
O: -0.399 -3.091 -3.646
C: -0.860 -3.355 -2.532
O: -1.476 -2.614 -1.718
C: -0.662 -4.789 -2.029
C: -1.213 -5.190 -0.821
C: -0.999 -6.490 -0.376
C: -0.256 -7.396 -1.112
C: 0.289 -6.975 -2.313
C: 0.094 -5.676 -2.775
N: 1.079 -7.911 -3.086
O: 1.601 -7.520 -4.111
O: 1.186 -9.055 -2.677
N: -1.550 -6.928 0.896
O: -2.103 -6.107 1.596
O: -1.428 -8.105 1.204
H: -1.801 -4.485 -0.248
H: -0.100 -8.400 -0.754
H: 0.527 -5.347 -3.709

natural (NBO) atomic charge list, values in e, 5 entries: 1.793, -0.596, -0.060, -0.602, -0.596


DFT (ωB97M-V/def2-TZVPD) results for C37H48AuBGe2N6S2 as an isolated structure.

Relative energy (zero: lowest compared OMol25 entry of this formula, charge and spin): 0.0 kcal per mole
Total charge: -2
2S+1: 3
Orbital gap (alpha / beta): 0.10617 / 0.24221 Ha
HOMO level (alpha / beta): 1.5 / -2.2 eV

Atoms and positions in Å:
Au: -0.075 0.794 -0.489
C: -1.962 -0.730 2.538
N: -2.662 0.533 2.441
C: -3.996 0.694 2.154
C: -4.192 2.017 1.968
N: -2.989 2.668 2.131
B: -2.911 4.222 1.958
N: -1.469 4.655 1.573
C: -0.669 5.409 2.396
C: 0.581 5.426 1.886
N: 0.536 4.678 0.729
C: 1.665 4.300 -0.082
C: -0.714 4.184 0.563
S: -1.204 3.187 -0.734
C: -2.047 1.747 2.428
S: -0.382 1.935 2.718
H: -2.697 -1.528 2.639
H: -1.295 -0.714 3.402
H: -1.378 -0.907 1.634
H: -4.662 -0.144 2.068
H: -5.080 2.560 1.699
H: -3.169 4.778 3.012
H: -3.707 4.525 1.094
H: -1.060 5.844 3.296
H: 1.490 5.879 2.236
H: 2.563 4.746 0.343
H: 1.533 4.640 -1.110
H: 1.757 3.213 -0.086
N: -1.998 0.020 -0.908
C: -2.986 -0.647 -0.665
N: -3.959 -1.086 -1.601
C: -5.292 -1.293 -1.068
C: -6.069 0.016 -0.921
C: -6.088 0.788 -2.241
C: -4.663 0.975 -2.765
C: -3.973 -0.382 -2.882
H: -5.188 -1.793 -0.101
H: -5.835 -1.968 -1.745
H: -5.571 0.622 -0.161
H: -7.088 -0.191 -0.574
H: -6.584 1.754 -2.110
H: -6.674 0.225 -2.981
H: -4.085 1.594 -2.073
H: -4.670 1.481 -3.735
H: -2.937 -0.267 -3.201
H: -4.502 -1.009 -3.612
C: 1.535 -0.653 -0.829
Ge: 2.079 -2.201 0.294
C: 0.474 -3.245 0.700
C: -0.684 -3.116 -0.062
C: -1.832 -3.836 0.248
C: -1.834 -4.699 1.334
C: -0.687 -4.839 2.108
C: 0.455 -4.117 1.791
C: 3.410 -3.184 -0.632
C: 4.715 -2.615 -0.860
C: 5.629 -3.220 -1.688
C: 5.333 -4.423 -2.366
C: 4.037 -4.981 -2.178
C: 3.116 -4.386 -1.357
C: 2.804 -1.473 1.966
C: 4.039 -1.874 2.474
C: 4.514 -1.359 3.674
C: 3.755 -0.438 4.388
C: 2.519 -0.036 3.899
C: 2.052 -0.554 2.698
H: 1.308 -0.992 -1.842
H: -0.716 -2.414 -0.886
H: -2.726 -3.687 -0.346
H: -2.731 -5.255 1.587
H: -0.687 -5.505 2.964
H: 1.343 -4.221 2.406
H: 4.988 -1.684 -0.369
H: 6.603 -2.756 -1.821
H: 6.054 -4.885 -3.028
H: 3.769 -5.899 -2.692
H: 2.138 -4.845 -1.243
H: 4.630 -2.594 1.919
H: 5.479 -1.675 4.054
H: 4.128 -0.036 5.324
H: 1.908 0.679 4.438
H: 1.087 -0.218 2.331
C: 1.410 2.410 -3.428
Ge: 2.758 1.456 -2.378
C: 4.239 2.681 -1.944
C: 3.466 0.017 -3.506
C: 2.086 0.640 -0.735
H: 1.876 2.860 -4.307
H: 0.907 3.176 -2.839
H: 0.644 1.708 -3.760
H: 4.711 3.054 -2.855
H: 4.992 2.156 -1.356
H: 3.889 3.536 -1.367
H: 4.043 0.419 -4.341
H: 2.647 -0.576 -3.913
H: 4.099 -0.656 -2.925
H: 2.585 0.898 0.199

Löwdin atomic charge list, values in e, 5 entries: 0.722, -0.068, -0.123, -0.094, -0.095


DFT (ωB97M-V/def2-TZVPD) results for C37H48MgN3O5P3S as an isolated structure at a distorted geometry.

Total charge: +2
Orbital gap: 0.23072 Ha
HOMO level: -11.1 eV

Atoms and positions in Å:
Mg: -21.573 -10.546 6.323
O: -21.697 -10.251 9.202
S: -20.583 -11.439 8.901
O: -20.202 -11.307 7.458
O: -22.401 -9.864 7.957
C: -19.357 -10.546 9.866
C: -19.917 -10.182 11.064
C: -19.128 -9.670 12.110
C: -17.739 -9.539 11.887
C: -17.170 -9.910 10.657
C: -17.994 -10.346 9.631
P: -17.159 -10.584 8.067
C: -15.988 -9.176 7.965
C: -16.206 -7.923 8.630
C: -15.432 -6.849 8.274
C: -14.454 -6.981 7.243
C: -14.236 -8.199 6.683
C: -14.943 -9.315 7.022
C: -16.178 -12.075 8.242
C: -14.817 -12.051 8.539
C: -14.122 -13.257 8.620
C: -14.722 -14.470 8.296
C: -16.094 -14.458 8.016
C: -16.884 -13.288 8.048
H: -20.978 -10.364 11.145
H: -19.621 -9.304 13.013
H: -17.155 -8.987 12.631
H: -16.099 -9.702 10.508
H: -17.043 -7.737 9.287
H: -15.719 -5.877 8.647
H: -13.798 -6.102 7.108
H: -13.406 -8.249 5.991
H: -14.664 -10.294 6.613
H: -14.283 -11.192 8.806
H: -13.081 -13.224 8.966
H: -14.170 -15.397 8.338
H: -16.536 -15.421 7.813
H: -17.984 -13.254 7.775
C: -13.406 -14.236 -0.482
N: -14.350 -13.049 -0.633
C: -15.623 -13.207 0.195
N: -15.389 -13.622 1.569
C: -14.426 -14.836 1.584
N: -13.187 -14.538 0.927
C: -12.317 -13.699 1.725
P: -13.151 -12.018 1.641
C: -13.674 -11.786 -0.193
C: -14.784 -12.558 2.372
H: -12.420 -13.969 -0.937
H: -13.789 -15.096 -1.045
H: -14.661 -12.931 -1.579
H: -16.289 -13.942 -0.266
H: -16.201 -12.288 0.219
H: -14.994 -15.630 1.064
H: -14.186 -15.056 2.638
H: -11.318 -13.508 1.262
H: -12.257 -14.150 2.721
H: -12.823 -11.563 -0.876
H: -14.390 -10.920 -0.263
H: -15.482 -11.738 2.384
H: -14.675 -12.867 3.418
C: -22.549 -13.171 3.237
P: -23.480 -12.828 4.728
C: -23.391 -14.323 5.762
C: -25.208 -12.526 4.332
O: -22.904 -11.595 5.425
H: -22.662 -12.324 2.563
H: -22.828 -14.164 2.750
H: -21.496 -13.179 3.602
H: -24.395 -14.587 6.130
H: -22.646 -14.182 6.627
H: -23.060 -15.136 5.001
H: -25.551 -13.222 3.602
H: -25.429 -11.507 3.916
H: -25.789 -12.856 5.240
C: -19.212 -4.726 0.014
C: -19.711 -5.759 0.984
C: -19.267 -7.071 0.856
C: -19.600 -8.131 1.726
C: -19.173 -9.568 1.372
C: -20.356 -7.846 2.926
C: -20.688 -8.977 3.800
O: -21.414 -8.980 4.845
C: -20.762 -6.485 3.123
C: -21.544 -6.079 4.299
C: -20.389 -5.472 2.170
H: -19.626 -4.854 -1.022
H: -18.094 -4.809 0.058
H: -19.417 -3.702 0.340
H: -18.603 -7.209 0.028
H: -18.284 -9.439 0.694
H: -19.854 -10.170 0.849
H: -18.758 -10.128 2.255
H: -20.475 -9.902 3.301
H: -22.636 -6.065 4.144
H: -21.275 -5.016 4.574
H: -21.372 -6.762 5.132
H: -20.608 -4.442 2.385

Löwdin atomic charge list, values in e, 5 entries: 0.707, -0.449, 1.057, -0.553, -0.304


Number 1: molar mass 1105.21 u. Number 2: molar mass 671.67 u. Number 3: molar mass 797.06 u. Number 4: molar mass 993.97 u. Number 5: molar mass 764.10 u.